A structure of composition C3H3N3O, computed with ωB97M-V with the def2-TZVPD basis set.

Results
HOMO (spin up / spin down) ... -9.82 / -9.82 eV
Frontier orbital gap (spin up / spin down) ... 8.871 / 8.869 eV
LUMO level (spin up / spin down) ... -0.953 / -0.954 eV

```
10
Properties=species:S:1:pos:R:3:forces:R:3
O -0.642331 1.053122 1.233902 -0.1 0.0 -0.2
C -0.883684 0.624349 0.046532 0.3 -0.1 0.1
C -1.138923 -0.830242 -0.035072 0.1 -0.2 0.0
N 0.010288 -1.369088 0.167219 -0.3 0.1 0.0
N 1.137881 -0.565547 0.298344 0.1 0.1 -0.1
C 1.094063 0.400908 -0.719743 -0.1 0.1 0.1
N -0.009193 1.065268 -0.890280 0.0 -0.1 0.1
H 0.438582 0.454160 1.207171 -0.1 0.0 -0.2
H -2.039734 -1.410063 -0.188005 0.1 0.1 0.1
H 1.996099 0.647993 -1.274117 -0.1 0.0 0.1
```
Forces are in eV/Å.



An isolated molecule of C3H3N3O, computed with ωB97M-V with the def2-TZVPD basis set.

Results
HOMO ... -10.44 eV
Frontier orbital gap ... 9.985 eV
LUMO level ... -0.460 eV
SMILES ... C1=NN=CON=C1

```
10
Properties=species:S:1:pos:R:3:forces:R:3
C -1.104659 -0.518150 -0.614268 -0.2 -0.4 -3.0
N -1.438829 -0.542596 0.598501 1.1 2.3 1.9
N -0.713723 0.413172 1.478471 1.9 -1.4 -0.9
C 0.596217 0.405421 1.425015 -3.4 2.5 1.6
O 1.300022 -0.403213 0.684197 1.6 -1.5 -1.0
N 1.392774 0.093097 -0.680372 -1.7 -0.7 0.3
C 0.243999 -0.014617 -1.260564 1.1 0.5 -0.8
H -1.992596 -0.892649 -1.283273 2.3 0.4 0.7
H 1.146199 1.205483 2.010972 -0.8 -1.1 -0.5
H 0.570596 0.254053 -2.358679 -2.0 -0.5 1.8
```
Forces are in eV/Å.



An isolated molecule of C3H3N3O, computed with ωB97M-V with the def2-TZVPD basis set.

Results
HOMO ... -9.87 eV
Frontier orbital gap ... 8.621 eV
LUMO level ... -1.248 eV
SMILES ... O=Nc1cn[nH]c1

```
10
Properties=species:S:1:pos:R:3:forces:R:3
O 1.445661 1.007512 -1.963526 3.7 -3.5 4.0
N 1.894299 0.183960 -1.014210 -6.8 3.3 -4.0
C 0.508184 -0.155028 -0.341926 4.8 -1.4 -1.0
C 0.051166 -1.292497 0.316691 2.7 -2.8 1.4
N -1.000078 -1.045256 1.089263 1.0 -0.8 -2.7
N -1.302147 0.204387 0.652639 -2.5 1.2 4.0
C -0.341931 0.796020 -0.024006 0.2 4.6 -2.6
H 0.729902 -2.202918 0.340813 -1.6 0.9 0.3
H -1.789555 0.642875 1.432396 -0.4 0.6 -0.9
H -0.195501 1.860945 -0.488134 -1.1 -2.0 1.5
```
Forces are in eV/Å.



A structure of composition C3H3N3O, computed with ωB97M-V with the def2-TZVPD basis set.

Results
HOMO (spin up / spin down) ... -9.44 / -9.44 eV
Frontier orbital gap (spin up / spin down) ... 8.840 / 8.840 eV
LUMO level (spin up / spin down) ... -0.599 / -0.599 eV

```
10
Properties=species:S:1:pos:R:3:forces:R:3
O 2.259045 -1.489263 0.219324 -0.8 0.8 -0.1
C 1.173818 -1.046965 0.079696 0.5 0.7 0.0
N 1.076615 0.838644 0.126200 -0.2 -0.5 0.2
N -0.032196 1.469529 0.115152 0.1 -0.6 -0.2
C -1.133086 0.715081 -0.054711 -0.1 0.0 0.0
C -1.101021 -0.659595 -0.177804 0.0 0.0 0.0
N -0.050237 -1.474498 -0.111310 0.2 0.4 0.0
H 1.826982 1.535038 0.235293 0.1 -0.8 0.0
H -2.078163 1.239510 -0.090580 0.1 0.0 0.0
H -2.052378 -1.165186 -0.336711 0.1 0.0 0.0
```
Forces are in eV/Å.



A cluster of 2 separate species, C3H3N3O in total, computed with ωB97M-V with the def2-TZVPD basis set.

Results
HOMO ... -9.61 eV
Frontier orbital gap ... 10.187 eV
LUMO level ... 0.574 eV
SMILES ... N=C=CC=O.N#N

```
10
Properties=species:S:1:pos:R:3:forces:R:3
N 2.045766 -0.146712 0.248544 -0.7 -0.4 0.1
C 1.036723 -0.811499 0.292753 0.5 0.4 0.0
C -0.171136 -1.352371 0.401077 0.1 0.1 0.0
C -1.230778 -0.575179 -0.249147 0.0 0.2 -0.2
O -1.018242 0.401739 -0.939951 -0.2 -0.5 0.2
H 2.640568 -0.147013 -0.573166 0.0 -0.2 0.0
H -0.353478 -2.291391 0.908682 0.1 0.1 -0.1
H -2.264212 -0.930360 -0.083777 0.1 0.0 0.0
N 0.134718 2.900208 -0.276059 -1.6 0.2 1.0
N -0.819928 2.952579 0.271045 1.7 0.0 -0.9
```
Forces are in eV/Å.



An isolated molecule of C3H3N3O, computed with ωB97M-V with the def2-TZVPD basis set.

Results
HOMO ... -9.77 eV
Frontier orbital gap ... 9.927 eV
LUMO level ... 0.154 eV
SMILES ... Oc1cnncn1

```
10
Properties=species:S:1:pos:R:3:forces:R:3
O 2.073191 -0.300407 0.300276 0.0 -0.1 0.1
C 0.769879 -0.064916 0.147291 -0.3 -0.1 -0.1
C 0.265540 1.246407 0.034189 -0.1 -0.1 0.0
N -1.017053 1.445874 -0.192013 0.2 -0.2 0.0
N -1.834895 0.397057 -0.330135 0.2 -0.1 0.1
C -1.310777 -0.807291 -0.178620 0.0 0.0 0.0
N -0.033815 -1.101843 0.084338 0.1 0.3 -0.2
H 2.147217 -1.272029 0.321721 0.2 0.2 0.0
H 0.909978 2.116243 0.124140 -0.1 -0.1 0.0
H -1.966272 -1.663619 -0.303813 -0.1 0.2 0.1
```
Forces are in eV/Å.



A structure of composition C3H3N3O2, computed with ωB97M-V with the def2-TZVPD basis set.

Results
HOMO ... -8.72 eV
Frontier orbital gap ... 7.796 eV
LUMO level ... -0.922 eV

```
11
Properties=species:S:1:pos:R:3:forces:R:3
C 0.308218 -0.138534 -0.595880 5.9 0.3 -2.1
C -1.140292 -0.131698 1.059917 -1.6 -3.3 1.5
C -0.774320 -1.523282 0.604907 2.9 0.7 -1.3
H 2.582793 1.839428 -1.693299 -5.5 -1.5 0.7
H -0.857901 1.583240 0.242838 1.1 1.6 -0.9
H -0.882646 -2.403001 1.194917 -0.7 -0.6 0.2
N 1.583210 0.200420 -1.115264 -7.0 -3.5 2.2
N -0.734151 0.653413 -0.072377 -0.9 -1.4 2.9
N 0.174546 -1.480251 -0.319399 -2.3 0.0 2.4
O 1.367261 1.413599 -1.513096 7.0 6.0 -1.9
O -1.626718 -0.013334 2.206737 1.2 1.7 -3.5
```
Forces are in eV/Å.



An isolated molecule of C3H3N3O2, computed with ωB97M-V with the def2-TZVPD basis set.

Results
HOMO ... -10.29 eV
Frontier orbital gap ... 10.342 eV
LUMO level ... 0.057 eV
SMILES ... Nc1nc(=O)nco1

```
11
Properties=species:S:1:pos:R:3:forces:R:3
N -2.475718 -0.633370 -0.161394 1.3 1.5 1.1
C -1.067019 -0.271239 0.068856 -0.6 -0.5 0.3
N -0.115553 -1.081581 0.534123 0.0 2.0 -2.1
C 1.223897 -0.558154 0.186036 2.7 -0.5 -4.5
O 2.211661 -1.120254 -0.468819 -5.6 1.7 4.2
N 1.381568 0.872599 0.273269 -1.0 1.2 0.4
C 0.411598 1.668805 0.020218 -0.4 -5.7 0.5
O -0.875394 1.081838 -0.306645 0.5 -0.6 0.7
H -3.220382 0.077739 0.155308 2.0 -1.6 -0.8
H -2.800958 -1.622795 -0.223537 1.0 1.4 0.5
H 0.388269 2.712376 0.099292 0.0 1.3 -0.2
```
Forces are in eV/Å.



An isolated molecule of C3H3N3O2, computed with ωB97M-V with the def2-TZVPD basis set.

Results
HOMO ... -8.62 eV
Frontier orbital gap ... 7.346 eV
LUMO level ... -1.276 eV
SMILES ... O/N=c1/nccno1

```
11
Properties=species:S:1:pos:R:3:forces:R:3
O 2.797624 -0.520961 -0.114743 3.7 1.1 -1.6
N 1.940849 0.614907 -0.093940 -2.9 -3.4 1.5
C 0.669633 0.220095 0.338045 4.5 -0.7 -2.1
N -0.211620 1.250406 0.186292 -2.8 -2.6 1.8
C -1.498926 0.875714 0.169116 1.8 3.6 0.4
C -1.877749 -0.445060 -0.372921 1.4 -3.2 1.7
N -1.022343 -1.443907 -0.080872 -0.9 1.3 0.1
O 0.228150 -1.187651 0.799582 -1.6 4.5 -3.5
H 3.873878 -0.294066 -0.559460 -5.3 -0.2 2.1
H -2.024963 1.786108 0.665625 -0.6 -2.1 -1.8
H -2.874535 -0.855585 -0.936725 2.7 1.5 1.5
```
Forces are in eV/Å.



A structure of composition C3H3N3O2, computed with ωB97M-V with the def2-TZVPD basis set.

Results
HOMO ... -8.70 eV
Frontier orbital gap ... 8.648 eV
LUMO level ... -0.054 eV

```
11
Properties=species:S:1:pos:R:3:forces:R:3
C 0.473209 -0.094696 0.349290 3.8 3.2 -2.5
C -0.284091 1.032765 0.023453 3.5 2.7 -1.3
C -1.601844 -0.807856 0.028984 -3.1 2.2 1.2
H 3.619964 -0.893929 -0.288203 2.9 1.9 -0.8
H -0.051268 2.187820 -0.634250 -0.1 -4.0 2.8
H -2.281466 1.531500 0.284878 1.5 -3.4 -0.9
N 2.700619 -1.070789 -0.097188 -7.4 0.9 1.7
N 1.938188 -0.019016 -0.008460 0.9 -2.5 0.2
N -1.554464 0.703230 0.121550 -3.1 0.0 -0.1
O -2.636611 -1.392260 -0.229375 3.2 0.3 0.8
O -0.322237 -1.176765 0.449322 -2.2 -1.2 -0.9
```
Forces are in eV/Å.



An isolated molecule of C3H3N3O2, computed with ωB97M-V with the def2-TZVPD basis set.

Results
HOMO ... -11.00 eV
Frontier orbital gap ... 11.078 eV
LUMO level ... 0.079 eV
SMILES ... O=C(O)n1nccn1

```
11
Properties=species:S:1:pos:R:3:forces:R:3
O 2.087231 -1.093643 -0.157608 0.7 -1.3 -0.3
C 1.448270 -0.128327 -0.065261 -1.5 2.2 1.8
O 1.857149 1.127110 0.259261 -2.3 0.7 -3.3
N -0.037527 -0.108987 -0.077950 -1.5 -0.2 1.1
N -0.748744 1.072568 -0.075338 2.4 -0.5 -1.6
C -1.988376 0.684976 -0.084678 -2.1 3.7 -0.9
C -2.055991 -0.623832 0.086788 1.8 -4.6 0.9
N -0.837060 -1.193420 0.145250 0.4 2.1 -1.0
H 1.127094 1.689244 -0.313222 2.2 -1.1 2.5
H -2.886197 1.307923 -0.361829 1.5 -0.2 0.9
H -2.856035 -1.252941 0.296998 -1.4 -0.8 0.0
```
Forces are in eV/Å.



An isolated molecule of C3H3N3O2, computed with ωB97M-V with the def2-TZVPD basis set.

Results
HOMO ... -10.84 eV
Frontier orbital gap ... 10.170 eV
LUMO level ... -0.668 eV
SMILES ... [H]/N=C\n1cnc(=O)o1

```
11
Properties=species:S:1:pos:R:3:forces:R:3
H -1.784941 -1.713654 -0.807765 -2.5 2.0 1.1
N -2.487083 -0.844005 -0.510443 9.4 1.5 2.3
C -1.471903 -0.002497 0.143781 -5.6 0.1 -0.7
N -0.134557 0.042562 0.878949 -0.1 0.7 -4.9
C 0.607573 1.099228 0.130192 0.2 4.0 -2.8
N 1.842767 0.967831 -0.517370 -7.0 -3.2 5.5
C 1.925612 -0.471157 -0.020549 -2.2 1.6 -1.1
O 2.825068 -1.166927 -0.093078 2.7 -2.2 0.0
O 0.614026 -1.029468 0.463275 3.0 -0.7 0.2
H -1.840217 1.057183 0.384791 -0.1 -1.7 -0.4
H -0.096342 2.060903 -0.051786 2.2 -2.1 0.7
```
Forces are in eV/Å.



In kJ/mol, the energy above the lowest of the compared OMol25 structures with the same formula, charge and spin values for the records above are, in order, 508.1; 516.2; 505.5; 204.2; 84.2; 105.6; 627.4; 288.1; 889.6; 551.5; 270.0; 714.3.